51
Properties=species:S:1:pos:R:3:forces:R:3 method="wB97M-V/def2-TZVPD" homo_ev="-9.215 / -9.216" orbital_gap_ev="7.96 / 8.46" mol_weight_g_mol=662.040 s2=0.757 total_energy_ha=-5071.96756 lumo_ev="-1.3 / -0.8" charge=0 spin_multiplicity=2 e_above_lowest_kj_mol=206.6
V -0.3553 -1.2361 -0.0148 2.422 1.163 1.617
Cl -1.6995 -1.8653 2.3335 -0.426 -0.480 0.474
C -1.1660 -0.2321 2.4361 0.391 0.715 -0.129
C -0.4377 0.2171 1.3468 -0.081 0.587 0.594
C 0.0040 1.5323 1.3460 -0.157 -0.373 0.096
Cl 0.8733 2.0837 -0.0173 0.218 0.374 -0.181
C -0.2644 2.3793 2.4215 -0.032 -0.180 -0.099
Cl 0.2868 4.0009 2.4022 0.039 0.123 -0.004
C -0.9965 1.8997 3.5099 0.022 -0.144 -0.151
Cl -1.3521 2.9346 4.8248 -0.020 0.086 0.141
C -1.4513 0.5801 3.5248 0.000 -0.015 -0.006
Cl -2.3433 -0.0274 4.8548 -0.087 -0.074 0.086
N -2.3604 1.4459 -1.1570 0.088 0.132 -0.158
N -3.4026 0.5161 -1.0793 0.337 -0.120 0.024
C -3.1261 -0.8059 -0.8610 -1.877 0.388 -0.376
O -3.9557 -1.6716 -0.9597 0.482 -0.031 0.035
O -1.8642 -1.0252 -0.4773 -5.191 0.266 -1.675
H -2.7049 2.3582 -0.8872 0.039 -0.091 0.089
H -1.9775 1.4843 -2.0989 -0.085 -0.024 0.051
H -4.2559 0.6818 -1.5957 0.048 -0.159 0.018
Cl 1.1374 -2.2878 0.7943 2.842 -2.698 1.713
O 2.6852 -0.5151 -0.9326 0.057 -0.042 -0.249
C 1.8774 -0.8002 -1.7831 0.869 0.268 0.237
N 2.1398 -1.2003 -3.0554 -0.207 -0.080 -0.310
C 0.9437 -1.3189 -3.8675 0.020 -0.180 -0.280
C -0.1193 -0.9242 -2.8248 -0.466 0.279 -0.461
O -1.3078 -0.7679 -3.0301 0.224 -0.099 -0.274
N 0.4861 -0.7673 -1.6132 0.630 0.170 -1.025
C 0.6950 -2.7577 -4.3500 -0.098 -0.072 0.138
C 1.7738 -3.5416 -4.7421 -0.045 0.083 0.032
C 1.5678 -4.8047 -5.2714 0.107 -0.018 -0.020
C 0.2832 -5.3061 -5.4020 -0.106 -0.038 -0.019
C -0.7943 -4.5370 -4.9961 0.023 0.013 0.007
C -0.5921 -3.2675 -4.4765 0.020 0.021 -0.042
C 0.9756 -0.4266 -5.1085 -0.115 0.209 0.134
C 2.1665 -0.2542 -5.8059 -0.084 -0.019 0.075
C 2.2048 0.5285 -6.9478 0.079 0.003 -0.008
C 1.0544 1.1488 -7.4068 -0.056 0.014 -0.082
C -0.1393 0.9613 -6.7307 0.009 0.005 0.027
C -0.1816 0.1738 -5.5911 0.017 -0.029 0.006
H 3.0743 -1.1641 -3.4202 -0.009 0.090 0.093
H 2.7809 -3.1617 -4.6379 0.071 -0.036 -0.012
H 2.4137 -5.3988 -5.5892 0.044 -0.013 0.019
H 0.1186 -6.2895 -5.8198 0.030 -0.044 -0.002
H -1.8032 -4.9153 -5.0835 -0.028 -0.046 -0.014
H -1.4429 -2.6762 -4.1751 -0.037 0.039 -0.009
H 3.0735 -0.7398 -5.4708 0.067 0.018 -0.023
H 3.1380 0.6549 -7.4790 0.037 0.006 -0.012
H 1.0841 1.7655 -8.2940 0.025 0.022 -0.038
H -1.0482 1.4299 -7.0825 -0.012 0.022 -0.045
H -1.1153 0.0212 -5.0728 -0.037 0.010 -0.003

12
Properties=species:S:1:pos:R:3:forces:R:3 method="wB97M-V/def2-TZVPD" homo_ev=-9.009 orbital_gap_ev=9.73 mol_weight_g_mol=95.101 total_energy_ha=-323.39669 lumo_ev=0.7 charge=0 e_above_lowest_kj_mol=322.9
O -2.4754 -0.4529 0.3828 0.229 -0.307 0.110
C -1.1798 -0.6913 0.4087 -0.033 0.379 -0.089
C -0.4765 0.5296 -0.0199 -0.206 -0.111 0.015
C 0.8221 0.7309 0.7363 0.157 0.029 0.133
C 0.8745 0.2722 -0.6796 0.126 0.005 -0.088
C 1.2653 -1.0875 -0.9960 0.343 -0.882 -0.236
N 1.6146 -2.1528 -1.2823 -0.312 1.071 0.258
H -2.8879 -1.2742 0.6858 -0.216 0.158 -0.061
H -1.0260 1.4089 -0.3591 0.081 -0.161 0.073
H 1.0463 -0.0012 1.5060 -0.052 0.127 -0.158
H 1.1163 1.7531 0.9487 -0.047 -0.166 -0.071
H 1.1703 0.9995 -1.4302 -0.072 -0.142 0.116

10
Properties=species:S:1:pos:R:3:forces:R:3 method="wB97M-V/def2-TZVPD" homo_ev=-8.439 orbital_gap_ev=8.19 mol_weight_g_mol=74.148 total_energy_ha=-515.94897 lumo_ev=-0.2 charge=0 e_above_lowest_kj_mol=306.8
C -0.6768 1.3525 -0.7153 -1.611 1.697 -2.842
C 0.0584 0.1729 -0.2412 0.123 -0.282 2.164
C 1.3623 -0.1963 -0.7594 4.027 0.750 -1.316
H -1.5763 1.7118 -0.0183 2.305 -0.796 -1.624
H -1.1389 0.8878 -1.7114 0.386 1.067 1.820
H -0.0287 2.2471 -1.2350 -1.369 -2.118 1.834
H 2.3240 0.3168 0.1898 -2.927 -1.349 -3.347
H 1.5709 -1.4382 -0.6869 -0.552 3.859 -0.738
H 1.4218 0.4927 -1.9561 0.648 -2.629 3.559
S -0.4398 -0.7620 0.9821 -1.030 -0.200 0.489